{
  "formula": "C56H41N3O9P2W",
  "method": "ωB97M-V/def2-TZVPD",
  "symbols": ["W", "O", "C", "O", "C", "C", "C", "C", "C", "N", "C", "O", "O", "H", "H", "H", "O", "C", "O", "C", "C", "C", "N", "C", "C", "C", "O", "O", "H", "H", "H", "O", "C", "C", "C", "C", "C", "C", "P", "C", "C", "C", "C", "C", "C", "C", "C", "C", "C", "C", "C", "C", "C", "C", "C", "C", "C", "P", "C", "C", "C", "C", "C", "C", "C", "C", "C", "C", "C", "C", "H", "H", "H", "H", "H", "H", "H", "H", "H", "H", "H", "H", "H", "H", "H", "H", "H", "H", "H", "H", "H", "H", "H", "H", "H", "H", "H", "H", "N", "C", "C", "C", "C", "C", "C", "H", "H", "H", "H", "H", "H", "H"],
  "coordinates": [[0.46813, -0.30193, -0.38403], [4.02778, 0.18549, -2.38481], [2.87561, 0.02659, -2.05121], [2.37032, 0.29776, -0.86703], [1.78931, -0.41319, -2.98574], [1.90694, -0.64827, -4.33050], [0.74695, -0.89480, -5.09291], [-0.48792, -0.80822, -4.47255], [-0.56431, -0.57592, -3.10087], [0.58274, -0.43223, -2.33205], [-1.75245, -0.31123, -2.28078], [-2.91522, -0.38490, -2.64329], [-1.39138, -0.00169, -1.02115], [2.88685, -0.63000, -4.77727], [0.82818, -1.11121, -6.14505], [-1.40865, -0.91004, -5.02789], [6.16668, -0.64596, 2.98501], [5.32877, 0.05463, 3.52387], [5.30910, 0.83225, 4.46587], [3.89089, -0.07244, 2.85488], [3.14342, 1.11908, 2.63362], [2.01851, 1.02858, 1.88038], [1.42398, -0.13406, 1.47584], [1.97823, -1.36603, 2.02468], [3.39354, -1.26029, 2.49567], [1.91061, -2.45027, 0.93317], [2.25872, -3.58694, 1.12645], [1.44305, -1.97899, -0.18874], [3.52731, 2.06645, 2.96944], [1.52121, 1.93412, 1.54641], [3.96605, -2.17177, 2.53047], [-0.87105, 1.98916, 1.46732], [-1.67287, 1.60505, 2.52078], [-2.46343, 2.47820, 3.26131], [-3.22181, 2.00073, 4.31584], [-3.21316, 0.65259, 4.63352], [-2.51125, -0.22716, 3.83123], [-1.74599, 0.23402, 2.76521], [-1.09077, -1.02961, 1.57750], [-0.35544, -2.19790, 2.72558], [1.01325, -1.84473, 3.22980], [1.62764, -2.93094, 4.03094], [0.97849, -4.06866, 4.36104], [-0.35060, -4.28990, 3.95013], [-0.97716, -3.36137, 3.14285], [-2.78343, -1.58703, 1.06381], [-3.64502, -0.54737, 0.70628], [-4.89432, -0.79943, 0.17957], [-5.31651, -2.10431, -0.01308], [-4.46978, -3.14730, 0.31395], [-3.20843, -2.89463, 0.83058], [-0.33184, 3.26131, 1.42327], [-0.17573, 4.12905, 2.49655], [0.31451, 5.40517, 2.26924], [0.68021, 5.80939, 0.99637], [0.64722, 4.90036, -0.04482], [0.15861, 3.61814, 0.16143], [0.30254, 2.25509, -1.06352], [1.71129, 2.98024, -1.99020], [1.60313, 3.59650, -3.23217], [2.71554, 4.17941, -3.81831], [3.93466, 4.17667, -3.16349], [4.03926, 3.59868, -1.90819], [2.93732, 3.00710, -1.32295], [-1.17907, 2.58917, -2.09330], [-2.31921, 3.10617, -1.48381], [-3.48704, 3.27397, -2.20281], [-3.54196, 2.91149, -3.53792], [-2.41820, 2.38574, -4.14996], [-1.24259, 2.22256, -3.43749], [-2.51571, 3.52297, 2.99923], [-3.83186, 2.68710, 4.88280], [-3.78143, 0.28405, 5.47417], [-2.55676, -1.29049, 4.01731], [0.97944, -0.91884, 3.83511], [2.63908, -2.76286, 4.36409], [1.46339, -4.81796, 4.96698], [-0.87548, -5.17889, 4.25664], [-2.00303, -3.53840, 2.86356], [-3.31693, 0.47420, 0.82825], [-5.53310, 0.02385, -0.10011], [-6.29266, -2.30192, -0.42914], [-4.77165, -4.17169, 0.15193], [-2.57308, -3.74014, 1.05360], [-0.40346, 3.81080, 3.50247], [0.41174, 6.08153, 3.10481], [1.03293, 6.81455, 0.82444], [1.00664, 5.18361, -1.02119], [0.65403, 3.64837, -3.74091], [2.62327, 4.64807, -4.78781], [4.79939, 4.63507, -3.62221], [4.98106, 3.60898, -1.38086], [3.02982, 2.55592, -0.34498], [-2.29203, 3.38789, -0.44040], [-4.35974, 3.68309, -1.71493], [-4.45710, 3.03806, -4.09538], [-2.45217, 2.08526, -5.18517], [-0.37644, 1.81122, -3.93601], [-0.82098, -2.72922, -1.15860], [-0.00260, -3.87483, -1.40940], [-0.05557, -4.97656, -0.56804], [0.71783, -6.09130, -0.83190], [1.55867, -6.11336, -1.93055], [1.63073, -5.00465, -2.75803], [0.84668, -3.89440, -2.50942], [-1.55016, -2.97932, -0.49208], [-1.28174, -2.45255, -2.02683], [-0.70133, -4.96073, 0.29861], [0.66136, -6.94680, -0.17550], [2.15198, -6.99032, -2.14255], [2.29581, -4.99954, -3.60746], [0.90115, -3.04005, -3.16646]],
  "forces_ev_per_angstrom": [[-0.299, 0.947, 1.073], [-0.564, -0.158, 0.081], [0.540, 0.084, -0.248], [0.116, -0.243, 0.047], [-0.564, 0.078, 0.753], [-0.787, -0.159, -0.448], [0.541, 0.185, 0.567], [-0.088, -0.028, 0.466], [1.722, 0.019, 0.048], [-0.107, -0.451, -3.994], [-1.652, -0.067, 0.540], [1.320, 0.034, 0.214], [-0.807, -0.242, -0.577], [0.170, 0.035, 0.005], [-0.039, 0.001, -0.124], [-0.103, -0.014, 0.020], [1.108, -0.725, -0.286], [-1.679, -0.250, -0.983], [0.238, 0.873, 1.071], [1.139, 1.081, 0.623], [0.027, -0.942, 0.199], [-1.096, 0.141, -0.097], [1.281, -0.335, 0.873], [1.789, 1.436, -1.659], [-1.583, -0.406, -0.563], [0.009, -0.132, 0.541], [-0.050, 0.232, 0.126], [0.880, -1.171, -0.188], [0.065, 0.128, 0.084], [0.178, -0.228, 0.008], [0.186, -0.122, 0.134], [-0.424, 0.586, 0.687], [0.044, -0.373, 0.103], [-0.106, 0.097, -0.152], [0.050, -0.070, -0.100], [-0.063, -0.134, 0.015], [0.126, 0.171, 0.019], [0.546, 0.198, -0.321], [-1.297, 0.460, 0.835], [0.815, 0.349, 0.250], [-1.623, -1.647, 1.369], [-0.121, 1.034, -0.522], [-0.645, -0.567, 0.112], [0.666, 0.296, 0.151], [-0.209, 0.109, -0.265], [0.260, -0.149, -0.176], [0.143, 0.000, 0.129], [-0.039, -0.049, -0.043], [-0.004, -0.011, 0.013], [-0.025, -0.122, -0.072], [-0.027, 0.086, 0.224], [0.145, 0.363, -0.472], [-0.032, -0.255, 0.149], [-0.007, -0.082, -0.032], [0.031, 0.084, 0.013], [-0.100, -0.015, 0.091], [-0.195, -0.735, 0.446], [-0.016, 1.218, -0.102], [-0.064, -0.289, 0.009], [-0.059, -0.100, 0.020], [0.067, 0.090, -0.080], [-0.002, 0.025, -0.020], [0.052, 0.057, 0.082], [-0.062, -0.018, 0.008], [0.175, -0.174, 0.042], [0.128, 0.005, 0.045], [-0.105, -0.025, 0.019], [0.035, -0.003, -0.040], [0.009, 0.042, -0.064], [0.042, 0.270, 0.111], [0.049, 0.041, 0.016], [-0.018, 0.083, 0.062], [-0.058, -0.027, 0.038], [-0.045, -0.070, 0.070], [0.294, 0.038, -0.359], [0.138, -0.023, 0.040], [0.141, -0.030, 0.054], [-0.068, -0.144, 0.033], [-0.017, -0.055, -0.073], [-0.088, 0.075, -0.026], [-0.043, 0.094, -0.027], [-0.079, -0.045, -0.028], [-0.066, -0.065, -0.009], [0.020, -0.035, -0.040], [-0.055, 0.048, 0.002], [0.031, 0.059, 0.066], [0.052, 0.074, -0.008], [0.077, 0.026, -0.099], [-0.009, 0.024, -0.043], [-0.020, 0.031, -0.055], [0.037, 0.003, -0.030], [0.074, -0.044, 0.034], [0.066, -0.035, 0.010], [-0.010, 0.020, 0.039], [-0.066, 0.034, 0.030], [-0.083, -0.008, -0.068], [-0.030, -0.009, -0.159], [0.021, 0.057, -0.010], [-0.255, -0.356, -0.111], [-0.150, -0.032, -0.135], [-0.018, 0.193, -0.064], [0.048, -0.063, -0.008], [0.060, -0.098, 0.013], [-0.085, 0.023, -0.031], [-0.068, -0.006, 0.118], [0.132, 0.173, -0.427], [-0.006, -0.270, 0.360], [-0.077, 0.009, 0.127], [0.009, -0.064, 0.061], [0.081, -0.031, 0.016], [0.080, -0.038, -0.103], [-0.001, 0.118, -0.061]],
  "orbital_gap_ev": [4.5, 4.5],
  "e_lumo_ev": [-2.4, -2.4],
  "mol_weight_g_mol": 1145.7,
  "homo_energy_ev": [-6.919, -6.919],
  "energy_ev": -102038.023
}